No. 1
Density functional theory data (ωB97M-V with the def2-TZVPD basis set) for a molecular structure, C22H27AsN4O6RuS.

```
62
Properties=species:S:1:pos:R:3:lowdin_charge:R:1
Ru -1.149 0.270 0.070 1.3831
O 0.280 3.716 2.996 -0.2063
As 0.689 2.143 2.369 0.8975
O 2.283 2.050 1.979 -0.4534
O -0.215 1.969 0.964 -0.5504
C 0.409 0.971 3.898 -0.2291
C 1.182 1.350 4.987 -0.0770
C 1.180 0.593 6.153 -0.0459
C 0.417 -0.559 6.242 -0.0446
C -0.349 -0.961 5.156 -0.0360
C -0.351 -0.190 4.007 -0.2804
S -1.255 -0.759 2.612 0.5414
O -1.945 -1.968 2.904 -0.2390
O -2.045 0.392 2.132 -0.3644
O -0.175 -0.880 1.550 -0.4431
H -0.674 3.869 2.989 0.0618
H 1.795 2.241 4.935 0.1131
H 1.784 0.909 6.993 0.1156
H 0.420 -1.148 7.149 0.1161
H -0.949 -1.860 5.191 0.1197
C -1.241 -2.477 -1.432 -0.1500
N -1.967 -1.301 -0.996 -0.1236
C -3.160 -1.070 -1.431 -0.0474
C -3.696 0.234 -1.171 -0.2945
C -4.897 0.881 -1.332 -0.0089
C -4.732 2.181 -0.785 -0.0622
C -3.448 2.267 -0.305 -0.1179
N -2.792 1.093 -0.543 -0.1470
C -0.405 -2.239 -2.674 -0.2271
C -0.440 -1.047 -3.384 -0.0704
C 0.329 -0.891 -4.534 -0.0898
C 1.144 -1.920 -4.977 -0.0827
C 1.175 -3.119 -4.274 -0.0723
C 0.401 -3.278 -3.136 -0.0464
H -1.931 -3.306 -1.617 0.1359
H -0.602 -2.787 -0.601 0.1178
H -3.695 -1.821 -2.007 0.1483
H -5.798 0.478 -1.767 0.1127
H -5.482 2.953 -0.739 0.1024
H -2.940 3.079 0.191 0.1114
H -1.091 -0.243 -3.062 0.1063
H 0.275 0.036 -5.092 0.1105
H 1.733 -1.802 -5.877 0.1068
H 1.792 -3.937 -4.623 0.1097
H 0.419 -4.222 -2.602 0.1227
N 3.581 0.827 -1.183 0.0792
C 3.144 -0.259 -0.230 -0.0725
C 1.799 -0.811 -0.669 -0.1482
N 0.831 0.297 -0.716 -0.1602
C 1.217 1.308 -1.719 -0.1503
C 2.547 1.920 -1.317 -0.0758
H 3.772 0.421 -2.101 0.1826
H 4.453 1.236 -0.846 0.1878
H 3.066 0.228 0.747 0.1181
H 3.919 -1.022 -0.223 0.1426
H 1.475 -1.545 0.064 0.1175
H 1.841 -1.297 -1.649 0.1208
H 0.968 0.842 0.158 0.0369
H 0.469 2.100 -1.726 0.1343
H 1.239 0.852 -2.711 0.1065
H 2.483 2.382 -0.326 0.1156
H 2.916 2.630 -2.055 0.1420
```

Computed properties:
Energy relative to the best compared isomer or geometry (same formula, charge and spin)   0.0 kJ/mol
HOMO (spin up / spin down)   -0.395 / -0.394 Ha
HOMO-LUMO gap (spin up / spin down)   0.2777 / 0.2556 hartree
LUMO (spin up / spin down)   -3.19 / -3.76 eV
Net charge   +1
2S+1   2


No. 2
Density functional theory data (ωB97M-V with the def2-TZVPD basis set) for 5 unconnected molecules or ions with the total composition C2H13O5.

```
20
Properties=species:S:1:pos:R:3:lowdin_charge:R:1
C -1.988 -0.137 -1.173 -0.2942
O -1.964 -0.887 0.065 -0.1289
C -2.165 1.346 -0.851 -0.1070
H -2.889 -0.402 -1.729 0.0961
H -1.042 -0.403 -1.630 0.0962
H -2.517 1.839 -1.766 0.0597
H -1.246 1.846 -0.522 0.0662
H -2.837 1.500 -0.006 0.0708
H 0.586 0.572 1.614 -0.0273
H 2.656 0.449 1.550 -0.0664
O 1.920 0.823 1.070 -0.3990
H 2.070 0.741 -0.645 -0.0163
H 1.957 1.627 -1.791 -0.0065
O 1.842 0.693 -1.632 -0.1450
H 1.598 -1.890 0.756 0.0144
H 1.839 -2.084 -0.556 0.0131
O 2.149 -2.488 0.248 -0.0638
H -1.340 -0.451 0.664 0.0165
H -0.528 1.353 2.352 0.0064
O -0.381 0.448 2.062 -0.1851
```

Computed properties:
Energy relative to the best compared isomer or geometry (same formula, charge and spin)   62.6 kJ/mol
HOMO   -0.184 Ha
HOMO-LUMO gap   0.3253 hartree
LUMO   3.84 eV
Net charge   -1


No. 3
Density functional theory data (ωB97M-V with the def2-TZVPD basis set) for 2 unconnected molecules or ions with the total composition C2H5N7O4.

```
18
Properties=species:S:1:pos:R:3:lowdin_charge:R:1
C 0.689 0.212 0.390 -0.1675
C -0.494 0.302 -0.600 -0.3786
N 0.841 1.482 0.947 0.0583
N -0.065 2.236 0.552 0.0441
N -0.855 1.676 -0.329 0.0748
N -0.068 -0.922 1.994 0.1474
N -0.295 0.029 -1.973 0.1335
N 1.889 -0.497 -0.010 -0.3391
N -1.634 -0.641 -0.118 -0.3776
O 2.373 -1.326 0.712 0.1149
O 2.305 -0.167 -1.102 0.0947
O -1.510 -1.781 -0.456 0.0964
O -2.530 -0.129 0.478 0.1154
H -1.645 2.165 -0.712 0.1593
H 0.573 -1.712 1.955 0.0100
H 0.223 -0.322 2.764 0.0247
H -0.404 -0.960 -2.179 0.0970
H 0.607 0.355 -2.314 0.0922
```

Computed properties:
Energy relative to the best compared isomer or geometry (same formula, charge and spin)   188.8 kJ/mol
HOMO   -0.368 Ha
HOMO-LUMO gap   0.3213 hartree
LUMO   -1.28 eV


Among the records above, which one has the highest energy relative to the best compared isomer or geometry (same formula, charge and spin)?
C2H5N7O4


Which formula does entry 3 have?
C2H5N7O4


Which value of energy relative to the best compared isomer or geometry (same formula, charge and spin) does entry 1 give?
0.0 kJ/mol


energy relative to the best compared isomer or geometry (same formula, charge and spin) of number 3 (C2H5N7O4)?
188.8 kJ/mol